ORCA calculation (ωB97M-V/def2-TZVPD) on 2 unconnected molecules or ions with the total composition C9H15NOS.

Geometry (Å):
C -0.13813 -1.85359 -0.53270
C -0.84403 -0.69632 -0.45808
C -2.85920 -0.80140 -1.71094
C -0.24875 1.98677 2.03535
C -0.15727 2.65931 0.68401
C 0.01806 0.45772 1.62142
C -0.79355 1.72953 -0.29388
C 2.22550 -1.96854 -1.37794
C 1.25321 -2.19395 -0.19996
N -0.11396 0.39803 0.11373
O -2.65655 -1.79933 -2.24349
S -3.86630 0.35921 -1.23549
H -0.63692 -2.57968 -1.19178
H 0.40366 2.53423 2.83150
H -1.18396 1.97899 2.51668
H -0.46599 3.72533 0.55889
H 0.91619 2.93215 0.47800
H 0.93934 -0.00343 1.89649
H -0.73686 -0.15800 2.17005
H -1.79974 1.64685 -0.13795
H -0.50658 2.00203 -1.29697
H 1.94926 -2.71776 -2.05264
H 3.23586 -2.15942 -1.01304
H 2.14643 -0.96051 -1.62623
H 1.86869 -1.75906 0.70447
H 1.23015 -3.27983 0.09689
H 0.82142 0.52067 -0.33642

## Properties
charge	0
LUMO level	0.3	eV
orbital gap	7.86	eV

=====

ORCA calculation (ωB97M-V/def2-TZVPD) on a single C5H8O2 molecule.

Geometry (Å):
C -1.37727 -0.75867 -0.19405
C -0.30728 0.32062 0.03382
O -0.83858 1.61079 -0.15678
C 0.32743 0.19894 1.41684
C 1.85970 -0.86269 -0.87331
C 0.82325 0.10265 -0.94982
O 0.93270 0.62049 -2.06968
H -2.20491 -0.58693 0.50208
H -1.76585 -0.70491 -1.21631
H -0.97445 -1.76424 -0.03222
H -0.80267 1.78896 -1.11101
H 0.92375 1.09244 1.63351
H -0.42371 0.05885 2.20353
H 2.83803 -0.43492 -0.61116
H 0.98987 -0.68135 1.42456

## Properties
charge	0
LUMO level	-1.0	eV
orbital gap	8.66	eV

=====

ORCA calculation (ωB97M-V/def2-TZVPD) on a molecular structure, C5H32O13.

Geometry (Å):
C 0.59255 -1.47366 1.86367
O 0.97576 -2.19633 0.71505
C -0.69016 -0.71260 1.67023
C -0.59683 0.72714 1.03190
C 0.15019 1.78008 1.86231
C -0.04659 1.50631 3.40097
O 0.87356 0.53895 3.85435
H 0.64034 -2.11704 2.73248
H 1.50706 -0.84333 1.86251
H -1.38822 -1.29571 1.06729
H -1.21486 -0.61670 2.65639
H -1.63801 0.92326 0.75522
H -0.13710 0.54991 0.04416
H -0.19179 2.81135 1.60644
H 1.18942 1.90262 1.55970
H -1.04904 1.15489 3.62653
H 0.13330 2.47505 3.89130
H -2.29752 -0.24285 -1.67410
H -1.92695 1.23057 -2.03584
O -2.62050 0.66758 -1.59574
H -3.86207 1.74416 -0.66854
H -3.00726 2.13480 0.58296
O -3.79990 2.35295 0.09383
H 3.28722 -1.10660 2.30107
H 1.69518 0.62504 3.35303
O 3.98035 -0.45056 2.21777
H -1.46775 3.98742 -1.46287
H -0.75155 3.37489 -2.68071
O -0.94006 4.23210 -2.23452
H 1.37906 -0.37836 -1.16436
H 2.26372 0.91706 -0.40397
O 1.51411 0.49489 -1.56120
H 3.61169 0.27394 1.66455
H 3.13504 2.14971 -0.09770
O 2.80310 1.40672 0.41618
H -2.31250 -3.03782 -2.15186
H -1.17934 -3.49145 -0.77882
O -1.39517 -2.89149 -1.89455
H 0.74225 -0.84481 -3.60382
H 1.72748 0.23534 -3.34756
O 1.09778 -0.05596 -4.03054
H 0.33004 1.27429 -2.26041
H -0.31243 1.10815 -3.65210
O -0.49387 1.62084 -2.84860
H -1.66349 -3.48440 0.74643
H 0.37747 -2.94750 0.42208
O -0.99691 -3.96818 0.24474
H -0.04167 -3.72857 -2.26504
H 1.22506 -4.03396 -1.50086
O 0.78982 -4.28211 -2.32945

## Properties
charge	-2
LUMO level	5.1	eV
orbital gap	8.51	eV

=====

ORCA calculation (ωB97M-V/def2-TZVPD) on a molecular structure, C39H28CoN2O5P.

Geometry (Å):
Co -0.28048 0.19721 0.04576
O -2.28394 0.56007 0.52598
C -2.79450 1.66877 0.67173
C -2.13754 2.95200 0.59335
C -2.96078 4.07641 0.57984
C -2.42239 5.33191 0.42683
C -1.03266 5.50135 0.27819
C -0.20633 4.42058 0.30793
C -0.70469 3.08142 0.49003
O 0.09872 2.11007 0.56237
N -3.29049 6.48729 0.41185
O -2.78173 7.58673 0.22974
O -4.48751 6.32108 0.60362
H -3.87926 1.71817 0.87041
H -4.03252 3.96522 0.67440
H -0.64476 6.49942 0.13399
H 0.86318 4.52706 0.18850
O 1.96266 0.35428 -1.56121
C 1.51421 -0.01137 -0.49161
C 2.53736 -0.59717 0.51077
C 3.89324 -0.61799 0.21154
C 4.80672 -1.06307 1.15330
C 4.36479 -1.48291 2.40695
C 3.01116 -1.47679 2.70856
C 2.09268 -1.04563 1.75513
P 0.27881 -1.01625 1.97791
C -0.20859 -2.74388 1.63010
C -1.56884 -2.97128 1.42380
C -2.03567 -4.24366 1.14276
C -1.14321 -5.30377 1.04286
C 0.21304 -5.08080 1.22217
C 0.67870 -3.80505 1.51658
C 0.12288 -0.94130 3.80423
C 0.30071 0.31139 4.39368
C 0.21757 0.46680 5.76663
C -0.06221 -0.62939 6.57315
C -0.25624 -1.87474 5.99660
C -0.16293 -2.03160 4.61960
H 4.20193 -0.26246 -0.76376
H 5.86430 -1.07419 0.92138
H 5.07843 -1.81401 3.15169
H 2.66965 -1.80734 3.68332
H -2.25578 -2.13325 1.44575
H -3.09182 -4.40410 0.96917
H -1.50486 -6.29585 0.80448
H 0.91522 -5.89828 1.12398
H 1.74071 -3.63799 1.64051
H 0.50541 1.16938 3.76277
H 0.36133 1.44449 6.20783
H -0.13348 -0.51019 7.64677
H -0.47992 -2.73208 6.61903
H -0.31302 -3.00846 4.17891
N -0.71162 -1.25260 -1.10071
C -1.46131 -1.16231 -2.09709
C -1.86097 -2.38310 -2.89239
C -1.63359 -3.63950 -2.33112
C -1.97117 -4.79218 -3.01563
C -2.53671 -4.71318 -4.28499
C -2.75829 -3.46907 -4.85449
C -2.42659 -2.31260 -4.15942
C -2.00294 0.17060 -2.54667
C -3.36789 0.41661 -2.66228
C -3.83829 1.70099 -2.89250
C -2.94736 2.75865 -3.02619
C -1.58292 2.52046 -2.92913
C -1.11626 1.23561 -2.69109
H -1.17665 -3.67017 -1.34866
H -1.79153 -5.75884 -2.56098
H -2.80114 -5.61476 -4.82299
H -3.18947 -3.39526 -5.84499
H -2.60254 -1.34511 -4.61372
H -4.06484 -0.40462 -2.53970
H -4.90437 1.88241 -2.95772
H -3.31421 3.76189 -3.19655
H -0.88128 3.33983 -3.01953
H -0.05199 1.04632 -2.57618

## Properties
charge	-1
multiplicity	2
LUMO level (alpha / beta)	2.3 / 2.3	eV
expectation value of S²	0.779
orbital gap (alpha / beta)	6.35 / 6.50	eV

=====

ORCA calculation (ωB97M-V/def2-TZVPD) on a molecular structure, C57H75O5P4SiTi.

Geometry (Å):
Ti 0.03680 0.20980 0.12310
C 5.56800 1.36430 4.91200
C 4.77230 0.11080 4.51920
C 5.26070 -1.09820 5.33220
C 3.30330 0.33270 4.81520
C 2.85710 0.52960 6.11850
C 1.51140 0.64440 6.40810
C 0.56350 0.52770 5.40640
C 0.97570 0.36690 4.09090
P -0.08600 -0.10170 2.65200
C -1.67800 0.25090 3.46960
C -2.66270 -0.65770 3.83820
C -3.76940 -0.22150 4.55020
C -3.90990 1.11480 4.88230
C -2.93810 2.02870 4.50380
C -1.83710 1.59840 3.79240
C 0.23700 -1.89110 2.91060
C 0.99260 -2.56160 1.94870
C 1.39660 -3.86800 2.15600
C 1.03680 -4.52890 3.32010
C 0.28900 -3.86910 4.28350
C -0.08780 -2.55160 4.09680
C 2.34350 0.30100 3.81550
O 2.62980 0.17120 2.48540
C 3.92280 -0.09840 2.14170
C 4.10510 -0.30460 0.77190
C 5.36560 -0.62680 0.29240
C 6.41770 -0.73060 1.18420
C 6.22510 -0.49300 2.53210
C 4.97190 -0.16960 3.04380
P 2.59790 0.02110 -0.21620
C 2.77680 1.83910 -0.23940
C 1.64430 2.55290 0.15450
C 1.72420 3.91340 0.39420
C 2.93230 4.57520 0.21440
C 4.05480 3.87550 -0.20380
C 3.99030 2.50890 -0.40600
C 3.23680 -0.64850 -1.79540
C 3.90350 0.04360 -2.79950
C 4.40520 -0.64760 -3.89260
C 4.24450 -2.02050 -3.99410
C 3.57670 -2.71460 -2.99600
C 3.06870 -2.02940 -1.91030
H 5.44140 1.57510 5.97000
H 5.22350 2.22650 4.34510
H 6.62610 1.22280 4.71360
H 5.12450 -0.92690 6.39530
H 6.31510 -1.28070 5.15070
H 4.70230 -1.98920 5.05320
H 3.56570 0.58380 6.92940
H 1.19180 0.79520 7.42780
H -0.48430 0.55930 5.65940
H -2.56480 -1.70780 3.59580
H -4.51530 -0.93330 4.86940
H -4.77400 1.45000 5.43490
H -3.03550 3.06750 4.77870
H -1.05240 2.29080 3.49920
H 1.26180 -2.03840 1.02840
H 1.99240 -4.37170 1.40890
H 1.35310 -5.54730 3.48560
H 0.01190 -4.38300 5.19170
H -0.62740 -2.03330 4.87540
H 5.52790 -0.79440 -0.76120
H 7.40010 -0.98580 0.81930
H 7.07470 -0.55950 3.19200
H 0.68000 2.02660 0.28070
H 0.84730 4.44910 0.72650
H 3.00520 5.63480 0.41050
H 4.99040 4.39750 -0.34760
H 4.88330 1.96210 -0.67630
H 4.03140 1.11460 -2.74000
H 4.92920 -0.11200 -4.67020
H 4.63030 -2.55110 -4.85170
H 3.45560 -3.78540 -3.06870
H 2.52950 -2.55380 -1.12540
C 0.81030 -1.03860 -4.00160
P 0.18820 -0.22650 -2.46240
C 0.18190 1.50010 -3.05780
C -1.57520 -0.74070 -2.62630
C -1.77670 -2.05800 -1.88480
P -1.49510 -1.79220 -0.07330
C -3.13670 -1.16580 0.44110
C -1.62120 -3.55430 0.46330
H 0.78500 -2.12190 -3.90310
H 1.82770 -0.72770 -4.21480
H 0.16620 -0.73200 -4.82600
H -0.41030 1.60550 -3.96970
H 1.22040 1.78180 -3.25670
H -0.23200 2.13200 -2.27270
H -1.83320 -0.84500 -3.68670
H -2.17130 0.05830 -2.17810
H -1.05780 -2.80730 -2.24440
H -2.78750 -2.45720 -2.03680
H -3.93800 -1.72260 -0.04700
H -3.18490 -0.10800 0.18290
H -3.23710 -1.25460 1.52140
H -2.53500 -3.98320 0.05230
H -1.64190 -3.62990 1.54900
H -0.76200 -4.11250 0.09500
C -2.31060 4.94000 -2.92410
C -1.21020 4.88070 -1.86890
C 0.15910 4.84200 -2.56780
C -1.27790 6.13730 -0.99100
O -1.31580 3.71990 -1.05880
Si -2.40990 2.53050 -0.73530
O -1.47080 1.41420 -0.08330
O -3.73400 2.92390 0.12500
C -4.13550 3.87120 1.08980
C -2.92480 4.40250 1.84790
C -5.09650 3.15140 2.04260
C -4.87630 5.02620 0.40120
O -3.02490 1.92460 -2.13580
C -4.29720 1.71280 -2.73010
C -4.05620 1.60000 -4.24070
C -4.91650 0.41520 -2.19810
C -5.28300 2.84620 -2.45420
H -2.11900 5.75270 -3.62020
H -3.27170 5.10330 -2.44500
H -2.34430 3.99820 -3.46260
H 0.37400 5.81420 -3.00200
H 0.15740 4.09840 -3.35800
H 0.93940 4.59040 -1.85380
H -1.09770 7.01560 -1.60550
H -0.52810 6.09950 -0.20410
H -2.25980 6.23160 -0.53610
H -2.34640 3.56360 2.22000
H -3.23780 5.03640 2.67160
H -2.29420 4.97000 1.17480
H -4.58660 2.32920 2.53610
H -5.93600 2.74470 1.48440
H -5.47320 3.84310 2.79040
H -4.27920 5.43030 -0.41070
H -5.06880 5.81770 1.12000
H -5.82540 4.69580 -0.01330
H -3.36240 0.79310 -4.45920
H -3.63320 2.52650 -4.61800
H -4.99290 1.41080 -4.75510
H -4.29260 -0.44290 -2.42710
H -5.89300 0.26720 -2.64850
H -5.03160 0.49510 -1.12170
H -4.88640 3.79720 -2.78910
H -5.47830 2.90300 -1.39120
H -6.21240 2.65400 -2.98090

## Properties
charge	+1
multiplicity	3
LUMO level (alpha / beta)	-1.7 / -2.0	eV
expectation value of S²	2.007
orbital gap (alpha / beta)	7.25 / 8.46	eV

=====

In order of appearance, ΔE to the lowest compared entry with this formula, charge and spin = 336.59; 397.74; 212.59; 0.00; 0.00 kJ/mol.